*a*
A cluster of 2 separate species, C4H5P in total, computed with ωB97M-V/def2-TZVPD.

Each line ends with the Löwdin charge.
Atoms and positions in Å:
C  0.72911  -0.47749  -0.45376  -0.69
C  -0.67249  1.77362  0.98886  0.14
C  1.05409  0.69709  0.08308  0.04
C  -0.31180  -1.57540  -0.61515  -0.47
P  1.37808  -1.88060  -1.23914  0.91
H  -0.59668  2.84101  1.04589  -0.04
H  -1.41650  1.02667  0.73842  -0.04
H  1.88292  1.18398  0.38725  0.00
H  -0.81895  -2.10420  0.31299  0.10
H  -1.22779  -1.48468  -1.24843  0.06

Its spin multiplicity is 1. The value obtained for the HOMO energy (spin up / spin down) is -8.718 / -8.088 eV. The LUMO energy (spin up / spin down) comes out at -1.2 / 0.1 eV.

***

*b*
An isolated molecule of C4H5P, computed with ωB97M-V/def2-TZVPD.

Each line ends with the Löwdin charge.
Atoms and positions in Å:
C  0.34735  -0.78304  1.71346  -0.06
C  1.07591  -0.32190  0.73235  -0.09
C  0.22183  0.11933  -0.89163  -0.61
P  0.56876  0.63949  -2.41889  0.89
C  -1.05202  0.57487  -1.34755  -0.43
H  0.73539  -1.15115  2.66496  0.06
H  -0.64041  -1.04233  1.42300  0.04
H  1.98450  0.36739  0.67539  0.09
H  -1.90514  -0.05846  -1.50447  0.03
H  -1.33618  1.65581  -1.04661  0.07

Its spin multiplicity is 1. The value obtained for the HOMO energy is -8.791 eV. The LUMO energy comes out at 0.2 eV. The SMILES is C=CC1=PC1.

***

Most stable structure - *b*; separation to the second - 0.1184 hartree.

***

*a*
A cluster of 9 separate species, C5H27NO8 in total, computed with ωB97M-V/def2-TZVPD.

Each line ends with the Löwdin charge.
Atoms and positions in Å:
C  -0.87102  -1.05943  -2.09665  0.03
C  -2.03802  -0.60740  -1.65157  -0.40
N  -2.25139  0.53570  -0.84067  0.08
C  -3.23394  -1.54893  -1.52352  -0.18
C  -3.13209  -2.48819  -0.30917  -0.25
C  -2.46248  -3.81667  -0.61643  -0.11
H  -0.63405  -2.06670  -2.39484  0.04
H  -0.00226  -0.43295  -2.27456  0.03
H  -3.00148  1.11143  -1.21089  0.09
H  -1.41749  1.14047  -0.76038  0.05
H  -3.32882  -2.15877  -2.43119  0.11
H  -4.18020  -1.00015  -1.59198  0.10
H  -4.16877  -2.67477  -0.02127  0.10
H  -2.69031  -1.97546  0.53899  0.08
H  -3.11104  -4.50383  -1.16850  0.07
H  -2.25714  -4.36105  0.31372  0.07
H  -1.53753  -3.68085  -1.17144  0.05
O  1.79308  4.11469  -0.92966  -0.07
H  2.73835  3.98320  -0.77029  0.04
H  1.39912  4.09971  -0.04677  0.01
O  3.44066  1.38617  -1.75560  -0.04
H  3.12216  0.60820  -2.22981  0.06
H  4.07287  1.75959  -2.38558  0.06
O  4.46726  0.24441  0.79024  -0.05
H  4.22477  1.15037  1.00464  0.05
H  4.34894  0.08093  -0.14815  0.03
O  0.58007  0.99019  3.30746  -0.07
H  -0.12955  1.18982  3.92674  0.06
H  0.40280  0.10550  2.95935  0.01
O  0.32484  1.77007  -0.84917  -0.07
H  0.56996  2.28922  -1.62616  0.05
H  1.20776  1.55254  -0.52662  0.03
O  -1.31600  -0.55834  2.13849  -0.06
H  -1.62845  0.03952  1.44925  0.03
H  -0.71676  -1.25615  1.87516  0.05
O  1.27016  3.19833  1.87814  -0.08
H  0.36285  3.51011  1.95063  0.04
H  1.23313  2.29540  2.24576  0.00
O  2.51555  -1.20509  2.14916  -0.08
H  3.10971  -0.52241  1.77893  -0.01
H  2.92470  -1.23843  3.02422  0.04

Its spin multiplicity is 1. The value obtained for the HOMO energy is -8.357 eV. The LUMO energy comes out at 0.0 eV. The SMILES is C=C(N)CCC.O.O.O.O.O.O.O.O.

***

*b*
A cluster of 9 separate species, C5H27NO8 in total, computed with ωB97M-V/def2-TZVPD.

Each line ends with the Löwdin charge.
Atoms and positions in Å:
C  2.22087  0.59110  1.51049  -0.14
C  0.86356  1.13625  1.57753  -0.16
C  -0.11831  0.61369  0.84254  -0.19
C  -1.49340  1.05929  0.78687  -0.25
C  -1.90105  1.28922  -0.62943  -0.25
N  -1.66631  2.74851  -0.92941  -0.01
H  2.61712  0.83621  2.51440  0.07
H  3.09341  1.23582  1.21574  0.09
H  2.51748  -0.48117  1.22950  0.08
H  0.91692  2.12872  2.11234  0.12
H  0.04632  -0.38774  0.31396  0.13
H  -2.21011  0.35274  1.21538  0.09
H  -1.81517  1.96933  1.36834  0.14
H  -3.01159  1.19346  -0.75665  0.12
H  -1.43961  0.64736  -1.42434  0.11
H  -1.50848  3.05978  -1.85985  0.06
H  -2.46216  3.28283  -0.62277  0.07
O  -0.81152  -2.59385  0.70436  -0.04
H  -0.97702  -3.49738  0.78909  0.05
H  -1.29231  -1.95310  1.25447  0.04
O  -1.82219  -1.07715  2.80114  -0.02
H  -2.02334  -1.47526  3.64248  0.07
H  -1.23615  -0.37016  2.98687  0.03
O  1.87086  -2.34487  0.81793  -0.05
H  0.95669  -2.44108  0.49209  0.00
H  2.40796  -2.86267  0.27661  0.00
O  -1.50060  -1.88305  -1.89894  -0.10
H  -0.51783  -1.72802  -2.05195  0.00
H  -1.53157  -2.28789  -1.03940  -0.03
O  2.23179  -3.36133  -2.22902  -0.06
H  1.84994  -2.87415  -3.00101  0.04
H  1.55418  -3.46007  -1.60407  -0.03
O  -0.02085  4.14497  1.50298  -0.09
H  -0.42088  3.71836  0.71491  0.00
H  0.84812  4.31574  1.11839  0.04
O  0.76155  -1.22323  -3.09345  -0.08
H  1.00364  -0.38599  -2.62973  0.01
H  0.32724  -0.74672  -3.81385  0.08
O  1.21847  1.05291  -1.83184  -0.07
H  1.87284  0.59888  -1.22114  0.09
H  0.60151  1.45974  -1.15161  0.05

Its spin multiplicity is 1. The value obtained for the HOMO energy is -9.169 eV. The LUMO energy comes out at 0.3 eV. The SMILES is C/C=C/CCN.O.O.O.O.O.O.O.O.

***

Most stable structure - *a*; separation to the second - 0.0562 hartree.

***

*a*
A structure of composition C9H12N2, computed with ωB97M-V/def2-TZVPD.

Each line ends with the Löwdin charge.
Atoms and positions in Å:
C  0.69230  -2.11601  1.80594  -0.27
C  1.06108  -0.64010  0.45046  -0.22
C  -0.28694  -0.89868  0.40607  -0.15
C  -0.60102  -0.20878  -1.90875  -0.01
C  1.38697  0.56918  -0.47966  -0.28
C  0.06994  0.87773  -1.05832  -0.18
C  -1.04820  0.04116  -0.44331  -0.34
C  1.93387  1.71506  0.34808  -0.07
C  -2.45493  0.47426  -0.14579  -0.01
N  1.70775  -1.43641  1.32316  0.13
N  -0.50203  -1.89065  1.35229  0.13
H  0.91232  -2.94045  2.50478  0.13
H  -1.08386  -0.25767  -2.80154  0.07
H  0.10397  -0.98783  -1.97586  0.09
H  2.10304  0.23404  -1.21110  0.14
H  -0.23701  1.95775  -1.21019  0.17
H  1.16162  2.35064  0.97502  0.12
H  2.27407  2.53143  -0.31197  0.07
H  2.60295  1.25416  1.08839  0.08
H  -3.07993  -0.17417  0.47459  0.07
H  -2.91899  0.45791  -1.17976  0.10
H  -2.43198  1.42731  0.33408  0.07
H  -1.36497  -2.33988  1.66338  0.17

Its spin multiplicity is 1. The value obtained for the HOMO energy is -7.773 eV. The LUMO energy comes out at 0.8 eV.

***

*b*
An isolated molecule of C9H12N2, computed with ωB97M-V/def2-TZVPD.

Each line ends with the Löwdin charge.
Atoms and positions in Å:
C  -3.35382  -0.23388  0.63623  -0.22
C  -1.56192  -0.80993  -0.29264  0.02
C  -1.26538  0.43008  0.22197  -0.22
C  1.07437  -1.00134  1.33116  -0.05
C  0.04354  1.19860  0.22866  -0.31
C  1.22959  0.27729  0.52380  -0.24
C  1.38234  -0.97184  -0.12012  -0.19
C  0.20426  1.87864  -1.10481  -0.07
C  2.22695  -1.74663  -1.07016  -0.06
N  -2.82277  -1.19532  -0.06148  0.05
N  -2.49508  0.81268  0.85441  0.11
H  -4.37554  -0.29275  0.87832  0.10
H  1.81815  -1.49162  1.93808  0.10
H  0.06240  -1.27113  1.53500  0.08
H  -0.02853  1.96805  0.93408  0.12
H  2.14983  0.83247  0.70743  0.15
H  0.47707  1.02548  -1.85032  0.12
H  1.17901  2.45258  -1.09470  0.09
H  -0.61321  2.57860  -1.38240  0.09
H  1.95280  -1.63969  -2.09676  0.05
H  2.03532  -2.85834  -0.94811  0.10
H  3.29942  -1.58020  -1.19809  0.07
H  -2.61879  1.63824  1.43044  0.15

Its spin multiplicity is 1. The value obtained for the HOMO energy (spin up / spin down) is -7.544 / -8.577 eV. The LUMO energy (spin up / spin down) comes out at 0.0 / 0.5 eV.

***

Most stable structure - *a*; separation to the second - 0.1340 hartree.

***

*a*
A structure of composition C31H49FKN13O3, computed with ωB97M-V/def2-TZVPD.

Each line ends with the Löwdin charge.
Atoms and positions in Å:
K  -1.56406  -2.22994  0.43607  0.74
N  -0.13802  -2.84029  -2.43657  0.00
C  1.09565  -3.50679  -2.01227  -0.27
C  2.22494  -2.50744  -1.73769  -0.18
N  2.26689  -2.01010  -0.36466  -0.18
C  2.70862  -0.63117  -0.23896  -0.18
C  2.07111  0.13418  0.95923  -0.23
N  1.18785  -0.71503  1.76173  0.00
C  3.04966  -2.86106  0.52952  -0.20
C  2.52949  -4.28050  0.71389  -0.26
N  1.14005  -4.28185  1.12867  0.03
H  -0.91646  -3.46275  -2.23602  0.01
H  -0.13958  -2.68494  -3.43750  0.06
H  1.44976  -4.24807  -2.74110  0.11
H  0.85034  -4.03328  -1.09411  0.06
H  2.07305  -1.65291  -2.40132  0.11
H  3.19459  -2.95810  -2.01179  0.12
H  2.44272  -0.11335  -1.15996  0.09
H  3.80705  -0.58041  -0.15651  0.11
H  1.52084  0.98912  0.55747  0.08
H  2.86748  0.53486  1.59307  0.10
H  0.94028  -1.50603  1.16700  0.02
H  0.31343  -0.23741  1.96009  0.07
H  3.06339  -2.37637  1.50952  0.11
H  4.09740  -2.91560  0.17966  0.12
H  3.21250  -4.77220  1.42210  0.11
H  2.61457  -4.83642  -0.22419  0.11
H  0.98349  -3.83071  2.02404  0.03
H  0.75531  -5.21767  1.17517  0.07
C  -3.63956  5.62705  -0.69969  -0.07
C  -3.91459  4.46016  -1.63963  -0.20
N  -3.00179  3.34456  -1.43666  -0.05
C  -3.39821  2.29845  -0.63495  0.03
C  -2.63687  1.24539  -0.28495  -0.03
C  -3.24116  0.18845  0.65414  -0.74
O  -4.34999  -0.24612  0.31307  0.00
O  -2.52527  -0.10785  1.63573  -0.10
C  -1.29736  1.13057  -0.81467  -0.30
O  -0.52805  0.19680  -0.63405  0.01
C  -0.87429  2.26666  -1.67762  -0.03
C  0.39830  2.21916  -2.23879  0.09
C  0.81993  3.22651  -3.05942  -0.19
F  2.03694  3.15212  -3.65676  0.06
C  0.00969  4.32861  -3.32869  -0.18
C  -1.25398  4.38533  -2.77256  0.05
C  -1.73026  3.34500  -1.95881  -0.13
N  0.42330  5.39125  -4.19472  -0.13
C  0.02598  5.29236  -5.59019  -0.12
C  -0.25541  6.72310  -6.08353  -0.07
N  0.47173  7.66217  -5.15894  0.04
C  1.87221  7.18600  -4.91034  -0.07
C  1.78425  5.89256  -4.07607  -0.13
H  -4.34550  6.43789  -0.88336  0.08
H  -2.62654  6.01217  -0.82508  0.06
H  -3.74763  5.30508  0.33581  0.08
H  -3.87181  4.77113  -2.68533  0.11
H  -4.92079  4.07905  -1.47325  0.12
H  -4.42356  2.34677  -0.28906  0.15
H  1.01362  1.35249  -2.03038  0.12
H  -1.85331  5.26222  -2.97580  0.11
H  -0.87470  4.69012  -5.67358  0.14
H  0.80207  4.81901  -6.20532  0.14
H  -1.31186  6.97770  -6.02558  0.13
H  0.10623  6.90674  -7.09321  0.13
H  -0.01976  7.62683  -4.26202  0.18
H  0.45480  8.61520  -5.51611  0.18
H  2.42409  7.97439  -4.40459  0.13
H  2.31723  7.01776  -5.88924  0.13
H  1.98644  6.09100  -3.02393  0.14
H  2.54346  5.19615  -4.44018  0.12
N  -1.27175  -9.04619  0.36395  0.05
C  -1.50034  -7.93444  0.60568  -0.45
N  -1.76193  -6.69967  0.98997  0.03
C  -1.76018  -5.72987  0.12974  -0.44
N  -1.75209  -4.76966  -0.53639  0.04
C  1.92973  -2.80037  6.57918  -0.17
C  1.97051  -1.76559  5.47295  -0.21
N  1.35728  -2.31943  4.28351  0.05
C  0.15863  -3.00824  4.35199  -0.38
N  -0.56478  -3.04389  3.29301  0.05
C  -1.77857  -3.85054  3.28053  -0.24
C  -1.79038  -4.94076  4.33778  -0.16
C  -1.39337  -4.32816  5.66535  -0.17
N  -0.09509  -3.68829  5.53461  -0.06
C  0.49063  -3.23207  6.78090  -0.18
H  2.32935  -2.39093  7.50846  0.11
H  2.53237  -3.66457  6.29166  0.12
H  2.99889  -1.49261  5.23090  0.11
H  1.46066  -0.85091  5.81239  0.12
H  1.38766  -1.72466  3.45118  0.07
H  -1.87911  -4.31452  2.29691  0.06
H  -2.64399  -3.18892  3.40979  0.12
H  -1.07690  -5.72214  4.06711  0.12
H  -2.77576  -5.40306  4.40461  0.12
H  -1.30976  -5.09039  6.44389  0.12
H  -2.15419  -3.60374  5.99327  0.13
H  0.43297  -4.05647  7.49554  0.12
H  -0.09084  -2.39766  7.20526  0.13

Its spin multiplicity is 1. The value obtained for the HOMO energy is -6.430 eV. The LUMO energy comes out at -2.0 eV.

***

*b*
A structure of composition C31H49FKN13O3, computed with ωB97M-V/def2-TZVPD.

Each line ends with the Löwdin charge.
Atoms and positions in Å:
K  -0.03693  -1.00323  1.45102  0.68
N  0.45007  0.52275  3.68003  -0.03
C  0.73317  -0.43967  4.74010  -0.26
C  -0.51443  -1.24953  5.07894  -0.18
N  -0.94318  -2.23721  4.08674  -0.17
C  -2.40405  -2.31194  4.07212  -0.20
C  -3.01734  -3.05787  2.89553  -0.25
N  -2.51319  -2.54561  1.62224  -0.01
C  -0.34364  -3.54261  4.29628  -0.20
C  1.13865  -3.67050  3.94284  -0.26
N  1.44102  -3.11395  2.63603  -0.02
H  1.24148  1.13673  3.53058  0.08
H  -0.35391  1.10576  3.91346  0.04
H  1.05622  0.03898  5.67717  0.11
H  1.54293  -1.09107  4.41065  0.09
H  -1.32449  -0.52713  5.20372  0.12
H  -0.37039  -1.73497  6.06020  0.12
H  -2.77328  -1.28811  4.01700  0.10
H  -2.79186  -2.76708  5.00277  0.13
H  -4.10490  -2.95241  3.00466  0.11
H  -2.81008  -4.13284  2.95423  0.08
H  -2.67410  -1.53350  1.58703  0.04
H  -3.04445  -2.94037  0.85284  0.09
H  -0.89154  -4.26798  3.69210  0.09
H  -0.46117  -3.86346  5.34937  0.12
H  1.38145  -4.74078  4.03422  0.11
H  1.74729  -3.15901  4.69191  0.10
H  1.01392  -3.63830  1.87850  0.02
H  2.43545  -3.06572  2.45862  0.08
C  -2.06731  6.61674  -0.08980  -0.07
C  -0.98111  5.78574  0.57920  -0.20
N  -1.13715  4.35883  0.33289  -0.04
C  -1.64573  3.56596  1.32314  0.03
C  -1.87912  2.23817  1.23747  -0.02
C  -2.28143  1.49241  2.52232  -0.66
O  -2.07702  2.11952  3.58420  -0.05
O  -2.75887  0.34999  2.38071  -0.03
C  -1.52088  1.56281  0.00902  -0.32
O  -1.40388  0.34938  -0.13191  -0.07
C  -1.10621  2.44576  -1.09439  -0.05
C  -0.86765  1.87957  -2.34469  0.08
C  -0.33605  2.62849  -3.34901  -0.20
F  -0.24493  2.08798  -4.59616  0.04
C  0.11178  3.94055  -3.13441  -0.16
C  -0.18596  4.52163  -1.90744  0.04
C  -0.83374  3.80096  -0.89527  -0.13
N  0.90313  4.60688  -4.07014  -0.10
C  0.95381  6.03700  -4.17161  -0.13
C  2.41398  6.48771  -3.94189  -0.09
N  3.30535  5.32750  -4.22313  0.00
C  2.88578  4.63490  -5.46922  -0.09
C  1.54569  3.92855  -5.17806  -0.13
H  -1.90675  7.67887  0.09853  0.07
H  -3.04757  6.34311  0.29995  0.08
H  -2.07598  6.45463  -1.16807  0.07
H  -1.00524  5.92472  1.65855  0.12
H  0.01227  6.10311  0.25356  0.11
H  -1.82532  4.05454  2.27281  0.14
H  -1.11456  0.83761  -2.49930  0.14
H  0.16171  5.52431  -1.70671  0.09
H  0.30687  6.49936  -3.43294  0.12
H  0.60621  6.37121  -5.15738  0.13
H  2.59334  6.79908  -2.91427  0.13
H  2.69184  7.29929  -4.61477  0.12
H  3.25791  4.57045  -3.44815  0.06
H  4.27796  5.61957  -4.26844  0.17
H  3.65603  3.91388  -5.72990  0.13
H  2.80434  5.37874  -6.26190  0.13
H  1.75473  2.90711  -4.89581  0.11
H  0.93123  3.93253  -6.08475  0.13
N  3.10259  3.35682  -2.42594  0.12
C  2.96941  2.21571  -2.19754  -0.36
N  2.87482  0.93498  -2.07133  0.07
C  2.45539  0.43733  -0.91657  -0.37
N  2.10659  -0.03431  0.08306  0.09
C  -1.37099  -7.07115  -0.02329  -0.16
C  -1.25107  -6.20998  1.22134  -0.20
N  -0.74734  -4.89470  0.88798  0.06
C  -0.02316  -4.59384  -0.24500  -0.39
N  0.34714  -3.37217  -0.38399  0.06
C  1.07300  -2.97593  -1.57739  -0.24
C  0.93507  -3.96154  -2.73020  -0.17
C  1.17303  -5.36475  -2.20047  -0.17
N  0.23572  -5.62372  -1.12527  -0.06
C  -0.05975  -6.99855  -0.78369  -0.17
H  -2.17616  -6.69858  -0.66050  0.12
H  -1.59474  -8.10377  0.24777  0.11
H  -0.58397  -6.70955  1.93704  0.11
H  -2.21952  -6.10253  1.71245  0.11
H  -1.19900  -4.06218  1.26641  0.07
H  2.13380  -2.84977  -1.32888  0.11
H  0.72352  -1.98571  -1.87894  0.10
H  1.64266  -3.72658  -3.52743  0.11
H  -0.07360  -3.91189  -3.14881  0.12
H  2.21222  -5.46798  -1.85631  0.13
H  1.00896  -6.11735  -2.97506  0.12
H  0.74350  -7.44798  -0.17968  0.13
H  -0.11838  -7.56887  -1.71343  0.12

Its spin multiplicity is 1. The value obtained for the HOMO energy is -7.444 eV. The LUMO energy comes out at -0.3 eV.

***

Most stable structure - *b*; separation to the second - 0.0992 hartree.